{
  "formula": "C25H26N4O4S",
  "method": "ωB97M-V with the def2-TZVPD basis set",
  "lumo_ev": -0.107,
  "e_tot_ev": -51333.74698,
  "smiles": "CC[C@H](SC1=Nc2ccccc2C2=N[C@H](CC(C)C)C(=O)N12)C(=O)Nc1ccc2c(c1)OCO2",
  "gap_ev": 7.724,
  "elements": ["C", "C", "C", "S", "C", "N", "C", "C", "C", "C", "C", "C", "C", "N", "C", "C", "C", "C", "C", "C", "O", "N", "C", "O", "N", "C", "C", "C", "C", "C", "C", "O", "C", "O", "H", "H", "H", "H", "H", "H", "H", "H", "H", "H", "H", "H", "H", "H", "H", "H", "H", "H", "H", "H", "H", "H", "H", "H", "H", "H"],
  "coordinates": [[0.33968, -1.31544, 3.47440], [-0.76054, -1.93848, 2.62505], [-1.57583, -0.91012, 1.83608], [-0.52220, 0.00067, 0.63671], [-0.50841, -1.15451, -0.66079], [-1.12189, -2.27580, -0.57849], [-1.08712, -3.14775, -1.64370], [-1.76951, -4.35985, -1.52700], [-1.75669, -5.26046, -2.57047], [-1.06740, -4.97817, -3.74674], [-0.38632, -3.78683, -3.88246], [-0.39022, -2.86513, -2.83863], [0.29845, -1.60404, -2.91109], [0.99226, -1.09868, -3.85212], [1.47966, 0.18760, -3.41551], [3.01307, 0.29066, -3.39023], [3.64392, 0.44063, -4.77710], [5.11435, 0.82816, -4.63000], [3.51094, -0.84456, -5.58789], [0.91690, 0.38119, -2.01539], [1.04366, 1.28746, -1.23294], [0.20121, -0.77868, -1.77503], [-2.31667, 0.02622, 2.78763], [-3.37833, -0.31352, 3.26073], [-1.66381, 1.18141, 3.06465], [-2.05240, 2.23125, 3.90569], [-3.20991, 2.18949, 4.67217], [-3.56158, 3.24855, 5.50481], [-2.72338, 4.33480, 5.54314], [-1.55888, 4.37832, 4.77358], [-1.19904, 3.34471, 3.94901], [-0.90917, 5.56194, 4.99594], [-1.70147, 6.26831, 5.92749], [-2.83060, 5.49456, 6.26766], [-0.08010, -0.67645, 4.24799], [0.92047, -2.09724, 3.95740], [1.01307, -0.72315, 2.85757], [-1.45656, -2.48529, 3.26489], [-0.32939, -2.64607, 1.91419], [-2.31748, -1.43901, 1.23344], [-2.29931, -4.56527, -0.61044], [-2.28754, -6.19587, -2.47401], [-1.06714, -5.69453, -4.55396], [0.15631, -3.54120, -4.78157], [1.08703, 0.96294, -4.08362], [3.26062, 1.16186, -2.77895], [3.41580, -0.59864, -2.89978], [3.12416, 1.24696, -5.30676], [5.65551, 0.06129, -4.07983], [5.21624, 1.77063, -4.09664], [5.57538, 0.93637, -5.60872], [2.47075, -1.15005, -5.64406], [4.07817, -1.64506, -5.11751], [3.89375, -0.69832, -6.59525], [-0.79143, 1.34580, 2.57930], [-3.84572, 1.32281, 4.61641], [-4.45944, 3.21585, 6.09769], [-0.30009, 3.39045, 3.35614], [-1.10830, 6.47431, 6.83304], [-2.02754, 7.22296, 5.48386]],
  "forces_ev_per_a": [[-0.1, -0.2, 0.0], [0.1, 0.0, 0.1], [0.1, -0.3, -0.4], [-0.3, 0.3, 0.5], [-0.4, -0.4, 0.4], [0.0, 0.5, 0.5], [0.2, -0.3, -0.8], [0.1, 0.0, -0.1], [0.0, 0.0, 0.1], [0.1, 0.0, -0.1], [0.0, 0.1, 0.1], [-0.4, -0.5, 0.4], [0.3, 0.4, -0.3], [-0.2, -0.6, -0.2], [0.3, 0.2, 0.1], [-0.2, 0.2, -0.2], [0.2, -0.2, 0.2], [-0.3, 0.1, -0.1], [-0.1, 0.3, -0.1], [0.2, 0.7, 0.0], [0.1, 0.0, -0.2], [-0.2, -0.5, -0.1], [0.3, -0.1, -0.5], [-0.1, -0.1, 0.2], [0.3, 0.2, -0.2], [-0.3, 0.3, 0.4], [0.0, -0.3, -0.2], [0.3, 0.5, 0.1], [0.4, -0.2, -0.4], [-0.5, -0.2, 0.3], [0.0, 0.2, 0.1], [0.1, -0.4, -0.3], [0.2, 1.1, 0.5], [-0.3, -0.3, 0.0], [0.0, 0.1, 0.1], [0.1, 0.0, 0.1], [0.1, 0.1, 0.0], [0.0, -0.1, 0.0], [-0.1, 0.0, 0.0], [0.0, 0.2, 0.2], [-0.1, 0.0, 0.1], [0.0, -0.1, 0.0], [0.0, -0.1, -0.1], [0.1, 0.0, -0.1], [0.0, 0.1, 0.1], [0.0, 0.0, 0.0], [0.0, 0.0, 0.1], [0.0, 0.0, 0.0], [0.1, -0.1, 0.1], [0.1, 0.1, 0.1], [0.1, 0.0, -0.1], [0.0, -0.1, -0.1], [0.1, -0.1, 0.1], [0.1, 0.0, -0.1], [-0.2, -0.1, 0.1], [0.0, 0.0, 0.0], [-0.1, 0.0, 0.1], [0.2, 0.0, -0.1], [-0.1, -0.1, -0.2], [0.0, -0.3, 0.0]]
}

{
  "formula": "C25H27AsBrNO13RuS2Si",
  "method": "ωB97M-V with the def2-TZVPD basis set",
  "lumo_ev": [4.057, 3.601],
  "s_squared": 6.015,
  "e_tot_ev": -217486.63498,
  "charge": -2,
  "gap_ev": [7.224, 6.719],
  "multiplicity": 5,
  "elements": ["Ru", "C", "C", "C", "C", "C", "C", "C", "S", "O", "O", "N", "C", "C", "O", "O", "H", "H", "H", "H", "H", "H", "H", "H", "H", "O", "As", "O", "O", "C", "C", "C", "C", "C", "C", "S", "O", "O", "O", "H", "H", "H", "H", "H", "C", "Si", "C", "C", "O", "H", "H", "H", "H", "H", "H", "H", "H", "H", "Br", "C", "C", "C", "C", "C", "C", "C", "O", "O", "H", "H", "H", "H"],
  "coordinates": [[-0.47089, -0.93018, -0.12625], [-3.81273, 4.35723, 1.72577], [-2.90056, 3.23321, 2.13264], [-1.63303, 3.49118, 2.64350], [-0.75582, 2.45575, 2.92442], [-1.15834, 1.14634, 2.71062], [-2.42266, 0.86163, 2.22428], [-3.28212, 1.91093, 1.93871], [0.06435, -0.12583, 2.95224], [1.34306, 0.45173, 2.65414], [-0.14458, -0.71629, 4.24885], [-0.28317, -1.26591, 1.79923], [-0.74420, -2.57220, 2.23743], [-2.18980, -2.85055, 1.77240], [-2.76513, -3.81886, 2.29575], [-2.62620, -2.06789, 0.88774], [-3.47500, 5.30961, 2.13580], [-4.83571, 4.18227, 2.06488], [-3.83958, 4.44992, 0.63736], [-1.30923, 4.51801, 2.77561], [0.25887, 2.66423, 3.23423], [-2.71629, -0.15559, 1.98756], [-4.24982, 1.68072, 1.50857], [-0.64062, -2.69361, 3.31201], [-0.11731, -3.31601, 1.74400], [1.39716, 1.56588, -2.13310], [0.51010, 2.16859, -0.76458], [1.43196, 3.22459, 0.04065], [-0.28592, 0.98267, 0.18609], [-1.08911, 2.94028, -1.52639], [-1.22852, 4.31847, -1.39640], [-2.36985, 4.96280, -1.84911], [-3.37959, 4.22160, -2.44291], [-3.24400, 2.84830, -2.57874], [-2.10677, 2.20001, -2.11566], [-2.17222, 0.40613, -2.26381], [-2.83853, -0.04607, -1.06171], [-2.81728, 0.17350, -3.53036], [-0.77118, -0.12904, -2.21993], [1.11070, 0.66096, -2.33061], [-0.42942, 4.87412, -0.91910], [-2.47150, 6.03529, -1.73577], [-4.27908, 4.70767, -2.80169], [-4.02288, 2.26351, -3.04811], [1.76357, -3.66526, -2.33693], [0.28711, -4.06283, -1.23981], [0.75110, -5.22369, 0.15642], [-1.02617, -4.90943, -2.29275], [-0.43828, -2.67957, -0.71112], [1.95528, -4.49546, -3.02237], [2.65693, -3.48841, -1.73914], [1.57016, -2.77120, -2.93036], [1.16229, -6.14543, -0.26730], [-0.11659, -5.49100, 0.76097], [1.50373, -4.76347, 0.79355], [-0.63657, -5.82927, -2.73738], [-1.36148, -4.25386, -3.09792], [-1.89854, -5.15903, -1.68756], [5.87571, 2.79187, -0.98209], [5.53961, 1.01487, -0.38148], [6.60974, 0.24980, 0.05041], [6.36476, -1.04365, 0.48959], [5.07438, -1.54588, 0.49026], [4.01293, -0.76590, 0.04470], [4.24367, 0.53244, -0.39311], [2.61128, -1.36237, 0.05714], [1.73750, -0.68435, -0.57072], [2.44283, -2.44434, 0.62289], [7.61010, 0.66124, 0.04571], [7.19033, -1.65468, 0.83552], [4.85199, -2.54363, 0.84368], [3.42504, 1.15330, -0.73102]],
  "forces_ev_per_a": [[-0.2, 0.6, 0.1], [-0.1, 0.0, 0.0], [0.0, 0.0, 0.0], [0.0, 0.0, 0.0], [0.0, 0.0, 0.0], [0.2, 0.1, 0.1], [-0.1, 0.0, 0.1], [0.0, -0.1, 0.0], [0.0, -0.1, -0.5], [0.0, 0.0, 0.2], [0.0, 0.0, 0.1], [0.1, 0.1, 0.2], [0.2, -0.2, 0.0], [-0.6, -0.1, 0.0], [0.3, 0.1, 0.0], [0.2, 0.1, 0.0], [0.0, 0.0, 0.0], [0.0, 0.0, 0.0], [0.0, 0.0, 0.0], [0.0, 0.0, 0.0], [0.0, 0.0, 0.0], [0.0, 0.0, 0.0], [0.0, 0.0, 0.0], [-0.1, 0.1, 0.0], [0.0, 0.0, 0.1], [0.2, 0.0, -0.1], [-0.5, -0.1, 0.2], [0.0, 0.3, 0.0], [0.2, -0.3, 0.0], [0.2, 0.2, 0.0], [0.0, 0.1, 0.0], [0.0, 0.0, 0.0], [0.0, 0.0, 0.0], [-0.1, 0.1, -0.1], [0.0, -0.1, -0.1], [0.1, -0.1, 0.1], [-0.3, 0.1, -0.1], [0.0, 0.0, 0.0], [0.1, -0.1, 0.0], [0.0, 0.0, 0.0], [0.0, 0.0, 0.0], [0.0, 0.0, 0.0], [0.0, 0.0, 0.0], [0.0, 0.0, 0.0], [-0.1, -0.1, 0.1], [-0.2, 0.2, -0.2], [0.0, 0.1, -0.2], [0.1, 0.0, 0.0], [0.1, -0.5, 0.0], [0.0, 0.0, 0.0], [0.0, 0.0, 0.0], [-0.1, 0.0, 0.0], [0.0, 0.0, 0.0], [-0.1, 0.0, 0.0], [0.1, 0.0, 0.0], [0.0, 0.0, 0.0], [0.0, 0.0, 0.0], [0.0, 0.0, 0.1], [0.0, 0.0, 0.0], [0.0, 0.0, 0.0], [0.0, 0.0, 0.0], [0.0, 0.0, 0.0], [-0.1, 0.0, 0.0], [0.0, -0.1, 0.1], [0.0, 0.1, 0.0], [0.1, -0.3, 0.1], [-0.1, 0.1, -0.1], [0.0, 0.1, 0.0], [0.0, 0.0, 0.0], [0.0, 0.0, 0.0], [0.0, 0.0, 0.0], [0.0, 0.0, 0.0]]
}